i) A cluster of 4 separate species, CH10N2O3 in total, computed with wB97M-V/def2-TZVPD.

highest occupied orbital energy	-9.84	eV
SMILES	[H]/N=C/N.O.O.O
spin multiplicity	1
net charge	0

Element x y z (Å)
H: 1.7409 2.6103 0.0855
N: 1.0828 2.0836 0.6443
C: -0.1214 2.2184 0.4057
N: -1.1697 1.3768 0.6401
H: -0.2916 3.0605 -0.2912
H: -2.0600 1.7900 0.7980
H: -1.0094 0.4308 1.0500
O: -0.0594 -3.0067 -0.3770
H: 0.4496 -2.3543 0.0846
H: -0.1506 -3.7880 0.1830
O: 1.7014 -0.5791 0.5898
H: 1.6376 0.4514 0.7362
H: 2.6120 -0.5682 0.6949
O: -1.8569 -1.0791 -1.7989
H: -0.9409 -0.9351 -2.3024
H: -1.5645 -1.7115 -1.1423

These are the Löwdin partial charges, in e, on atoms 1 to 2: 0.07 0.04

---

ii) A cluster of 4 separate species, CH10N2O3 in total, computed with wB97M-V/def2-TZVPD.

highest occupied orbital energy	-9.65	eV
SMILES	[H]/N=C/N.O.O.O
spin multiplicity	1
net charge	0

Element x y z (Å)
H: -1.7655 1.1820 -2.5291
N: -1.1316 0.6168 -1.9715
C: -0.2501 1.4097 -1.4779
N: 0.8382 1.0104 -0.7711
H: -0.3054 2.4888 -1.6214
H: 1.1839 1.6387 -0.0651
H: 0.8474 0.0481 -0.4706
O: -0.2455 -1.2570 1.9451
H: -0.3739 -1.4951 1.0089
H: -1.0849 -1.4646 2.3670
O: -0.8259 -1.8991 -0.7055
H: -0.8714 -1.0740 -1.2534
H: -1.2532 -2.5750 -1.2359
O: 1.8976 0.5651 1.9096
H: 2.2981 0.6782 2.7801
H: 1.0422 0.1270 2.0909

These are the Löwdin partial charges, in e, on atoms 1 to 2: 0.05 0.04

---

What is the least stable structure shown above? It is i).